No. 1
Molecular formula: C3H5NO2
Method: DFT, ωB97M-V/def2-TZVPD

```
11
C3H5NO2 | the OMol25 dataset | ωB97M-V/def2-TZVPD
O 0.10729 1.30159 1.56250
C 0.20708 0.52968 0.52537
C 0.92008 -0.83006 0.37485
O -0.14887 -1.28508 -0.48963
C -0.87415 -0.12093 -0.35182
N -1.99687 0.22461 -0.77506
H 0.63802 1.73293 0.34504
H 0.84460 1.29451 -0.50303
H 1.89044 -0.85553 -0.12405
H 0.93569 -1.37405 1.32331
H -2.44194 -0.51716 -1.31682
```

multiplicity	1
HOMO-LUMO gap	0.367	Eh
net charge	0


No. 2
Molecular formula: C12H48O12
Method: DFT, ωB97M-V/def2-TZVPD

```
72
C12H48O12 | the OMol25 dataset | ωB97M-V/def2-TZVPD
C -2.84835 -3.85162 1.37624
O -2.01508 -2.93093 0.66592
H -3.57144 -3.27076 1.94133
H -3.34520 -4.51815 0.66487
H -2.27178 -4.49690 2.04803
H -1.56663 -3.41641 -0.03498
C 0.01411 0.07034 -4.96786
O -1.37908 0.36275 -4.88528
H 0.59119 0.96539 -5.20727
H 0.38483 -0.31692 -4.01737
H 0.25611 -0.64201 -5.75810
H -1.84697 -0.39365 -5.24443
C 3.34737 0.39427 0.69369
O 2.76324 -0.88271 0.88774
H 3.67458 0.53179 -0.34747
H 2.59336 1.14871 0.92915
H 4.26754 0.55202 1.25525
H 1.84042 -0.81982 0.55488
C 0.01233 1.48859 3.03247
O -0.23778 1.32919 4.42394
H 0.44087 0.58718 2.58231
H -0.90785 1.72025 2.49362
H 0.74857 2.28151 2.92809
H -0.58809 0.44610 4.60612
C -0.03154 -2.27797 3.71715
O -0.96650 -1.45396 4.37146
H 0.56694 -1.67969 3.03562
H 0.56910 -2.84565 4.42681
H -0.53021 -2.99199 3.05081
H -1.62166 -1.95924 4.85516
C -0.58899 0.03720 -0.40494
O 0.05196 -0.92904 0.44402
H -0.48056 -0.22721 -1.45893
H -1.63264 0.18448 -0.12887
H -0.07274 0.98349 -0.24112
H -0.61617 -1.60849 0.61697
C 2.54004 2.87819 -2.09476
O 1.33833 2.80280 -1.33282
H 3.41308 2.81227 -1.45583
H 2.56633 2.05455 -2.81758
H 2.53972 3.79033 -2.69671
H 0.65195 2.58042 -1.99580
C -3.30239 -0.18286 2.35040
O -3.61841 0.96608 1.58689
H -2.63158 0.06661 3.17325
H -4.18225 -0.71145 2.72817
H -2.75129 -0.87816 1.71731
H -3.90175 1.66151 2.18579
C -1.71551 3.65466 0.59601
O -0.37970 4.13231 0.51673
H -2.30066 3.98817 -0.27001
H -1.72812 2.56664 0.65972
H -2.17521 4.09689 1.47861
H 0.09779 3.75719 -0.25384
C -1.34950 3.64046 -3.41046
O -0.89852 2.38575 -2.94659
H -1.70245 4.22263 -2.56038
H -0.56741 4.23777 -3.88964
H -2.16707 3.53446 -4.12494
H -0.99762 1.71739 -3.64804
C 2.11463 -4.00659 1.22413
O 3.05554 -3.39549 2.06773
H 1.16878 -3.46235 1.18816
H 2.47082 -4.16092 0.19317
H 1.93170 -5.02680 1.58046
H 3.08963 -2.43980 1.84446
C 2.45179 -1.13360 -2.40069
O 1.69611 -2.31070 -2.34132
H 2.70946 -0.85076 -3.43289
H 1.91068 -0.28292 -1.98092
H 3.39203 -1.18442 -1.84092
H 2.22776 -3.09038 -2.50184
```

multiplicity	1
HOMO-LUMO gap	0.347	Eh
net charge	0
SMILES	CO.CO.CO.CO.CO.CO.CO.CO.CO.CO.CO.CO


No. 3
Molecular formula: C3H13NO3
Method: DFT, ωB97M-V/def2-TZVPD

```
20
C3H13NO3 | the OMol25 dataset | ωB97M-V/def2-TZVPD
C -1.06295 -0.69472 2.21875
N -0.58298 -0.12246 0.93138
C -1.69175 0.68721 0.23798
C -1.20205 1.09971 -1.11977
O 0.20510 1.58457 -1.05367
H -0.49625 -1.45597 2.67330
H -1.22824 0.06392 3.05740
H -2.02827 -1.21829 1.95531
H -0.06942 -1.01485 0.52414
H -1.80540 1.46205 1.07070
H -2.53515 -0.06228 0.35591
H -1.71918 1.83866 -1.59195
H -1.52075 0.14866 -1.57301
H 0.34201 0.96292 -0.29277
O 2.90579 0.07230 0.09653
H 2.30144 0.72100 -0.27600
H 2.77516 0.36997 1.00752
O 0.81867 -2.15865 -1.42080
H 0.95625 -1.93567 -0.55177
H 1.41266 -1.56183 -1.87671
```

multiplicity	1
HOMO-LUMO gap	0.370	Eh
net charge	0
SMILES	CNCCO.O.O


No. 4
Molecular formula: C5H23N2O7
Method: DFT, ωB97M-V/def2-TZVPD

```
37
C5H23N2O7 | the OMol25 dataset | ωB97M-V/def2-TZVPD
O -0.88369 -0.62246 -2.48761
C 0.23218 -0.88318 -2.97992
C 1.43052 -1.12804 -2.24213
C 1.41285 -2.42885 -1.30164
C 0.92732 -2.10340 0.06041
C 1.41926 -2.52323 1.27779
N 0.77084 -2.48176 2.38641
N -0.44344 -1.53940 -0.01242
H 0.37314 -0.96874 -4.10799
H 2.32712 -1.13531 -2.87981
H 1.89657 -0.21382 -1.45662
H 0.62167 -3.09177 -1.74922
H 2.42271 -2.91800 -1.40764
H 2.37965 -3.08274 1.12271
H 1.23615 -2.60661 3.24426
H -0.08822 -2.00663 2.50352
H -0.51518 -0.44232 0.05264
H -0.86874 -1.75144 -0.89442
H -1.04545 -1.92621 0.71767
H -0.33784 2.36994 1.68927
H -0.93379 2.49551 3.03708
O -0.69695 1.77332 2.35742
H -2.24979 0.61630 -0.82643
H -2.46414 1.31836 0.55944
O -2.25666 0.40276 0.12530
H 2.55056 1.39318 -3.39550
H 1.33410 2.20310 -3.13362
O 1.83434 1.45722 -2.77270
H 1.05060 4.30918 0.22881
H 1.37707 3.61440 1.51718
O 0.57720 3.93987 1.00702
H -2.08683 3.30851 1.21287
H -2.79943 3.39258 -0.27727
O -2.78943 3.03418 0.60866
H -1.37059 -0.00460 2.44776
H -2.65387 -0.96344 2.87914
O -1.68981 -0.80646 2.88955
```

multiplicity	1
HOMO-LUMO gap	0.312	Eh
net charge	+1


No. 5
Molecular formula: C2H2BrCl3Si
Method: DFT, ωB97M-V/def2-TZVPD

```
9
C2H2BrCl3Si | the OMol25 dataset | ωB97M-V/def2-TZVPD
C 0.31251 0.10136 -0.45297
C 1.54387 0.17400 -0.18674
Si 3.20822 1.04839 -0.09296
Cl 2.63853 2.87601 0.60710
Cl 3.94895 1.21213 -1.88884
Cl 4.49236 0.15548 1.14070
Br 2.51505 -2.75088 -0.47741
H -0.28307 -0.77896 -0.37887
H -0.26308 0.97030 -0.76393
```

multiplicity	1
HOMO-LUMO gap (alpha / beta)	0.311 / 0.232	Eh
net charge	0


No. 6
Molecular formula: C6H10O
Method: DFT, ωB97M-V/def2-TZVPD

```
17
C6H10O | the OMol25 dataset | ωB97M-V/def2-TZVPD
C 0.89722 1.02238 1.64705
C 0.27560 0.92417 0.26971
O 1.25092 0.26510 -0.64311
C 0.62079 -0.60136 -1.35921
C -0.75663 -0.94348 -0.98116
C -0.84629 -1.35218 0.48540
C -0.97944 0.08812 0.11701
H 1.83925 1.57794 1.62645
H 1.07607 0.03134 2.07360
H 0.19804 1.55172 2.30234
H 0.13898 1.92021 -0.16448
H -0.37356 0.07286 -2.94124
H 1.24254 -1.12169 -2.08743
H -0.93101 -0.49060 -2.36232
H 0.02739 -1.66883 1.05824
H -1.75160 -1.88916 0.76058
H -1.92825 0.61347 0.19856
```

multiplicity	1
HOMO-LUMO gap	0.282	Eh
net charge	0


No. 7
Molecular formula: C2H2ClIO
Method: DFT, ωB97M-V/def2-TZVPD

```
7
C2H2ClIO | the OMol25 dataset | ωB97M-V/def2-TZVPD
C -0.09258 -0.03675 0.90036
C 0.65256 -0.04201 -0.27840
O -0.34083 0.78903 1.77989
Cl 1.72902 1.17338 -0.55430
I -1.94394 0.13974 -2.08087
H -0.58628 -1.02261 1.08800
H 0.58204 -1.00078 -0.85468
```

multiplicity	1
HOMO-LUMO gap (alpha / beta)	0.216 / 0.216	Eh
net charge	0


No. 8
Molecular formula: C5H7NO
Method: DFT, ωB97M-V/def2-TZVPD

```
14
C5H7NO | the OMol25 dataset | ωB97M-V/def2-TZVPD
C -1.23749 0.18785 -0.39986
C -0.19186 -0.94968 -0.35382
C 1.13025 -0.40049 -0.76008
C -0.40131 1.08238 0.37708
C -0.46631 -0.33783 1.10392
H -0.78289 -1.88280 -0.49014
H 2.04131 -0.89764 -0.25815
H 1.18346 -0.44302 -1.83425
H 1.80084 1.41234 0.05668
H -0.53137 2.27150 0.43649
H 0.34088 -0.75834 1.86175
H -1.56101 -0.59256 1.61416
N 0.92639 1.03117 -0.46735
O -2.25089 0.27712 -0.88645
```

multiplicity	1
HOMO-LUMO gap	0.352	Eh
net charge	0


no.,E (Ha)
1,-322.35497
2,-1388.67863
3,-402.47078
4,-840.20942
5,-4321.53748
6,-309.63110
7,-910.42651
8,-324.55349